Record 1
99
Properties=species:S:1:pos:R:3:forces:R:3 method="wB97M-V/def2-TZVPD" e_homo_ev=-4.317 total_charge=-1 molar_mass_g_mol=640.8 gap_ev=5.91
Al 4.42166 1.90614 -0.32707 -0.9583 -0.0942 0.1506
F 5.72071 -0.80759 3.29292 -1.5658 -1.9228 -3.3290
O -6.71575 -6.20919 2.25060 -0.5085 -0.6767 -0.8261
O 2.56055 1.72135 -0.59115 1.0515 -2.1887 1.8504
O 5.04621 -0.28205 -2.19237 -0.2268 1.0553 -2.5991
O 2.65542 -1.74350 -6.39198 -0.3296 0.2566 -1.5537
O -4.17065 5.32869 0.29989 2.0864 0.9380 2.9651
O -3.55542 7.27853 1.68778 1.7675 -7.3587 -4.0953
O 6.28211 -2.37952 1.55379 -6.3360 6.0345 4.0379
O -3.50419 -2.67618 2.10034 -0.6470 -0.1673 0.1246
O 4.34259 0.90108 1.26380 -1.4417 -0.9313 -1.2315
N -7.41177 -8.22478 1.52668 -0.0923 -0.2958 0.1305
N 2.60120 0.34671 2.70053 -0.2362 -1.9455 -0.4924
N 3.79026 -1.02574 -8.19977 0.3687 0.0192 -0.1829
N 6.81128 5.32167 1.05760 0.4732 -0.0650 -0.0964
N -5.67229 -2.07565 2.00118 -0.2957 0.3622 -0.2085
C -0.14607 1.34244 0.92415 1.4168 -0.8457 0.8573
C -3.19512 6.13007 1.08703 -1.0909 5.0120 2.8485
C 2.39583 -1.64897 4.44622 -1.1365 0.5069 0.1691
C 2.63482 -1.28001 -7.52648 0.3437 -0.3565 0.8670
C 5.34133 -1.54008 2.06301 5.2211 -4.4523 -2.8326
C -1.59613 5.68590 1.23392 -0.0434 -0.4597 -0.4747
C -7.03022 -6.93542 1.31463 0.0835 0.1011 0.7646
C 2.27040 0.37462 -0.01621 -0.7071 -0.1603 -2.1129
C 3.23614 -1.26942 -3.65394 0.2868 0.2545 0.4937
C 5.57028 1.04661 -1.83558 1.3319 0.4840 0.9517
C -2.78268 0.97635 1.68622 0.0756 -1.4687 0.1342
C 4.63479 -0.35957 -3.60391 -1.3673 -1.2726 -0.0032
C -5.09970 -4.15466 3.11739 -0.1321 0.1301 0.2247
C 3.15190 -0.00985 1.33795 3.2139 2.0249 0.4116
C -3.21389 1.31611 0.14206 -0.0796 1.6058 1.2924
C -7.02281 -6.47901 -0.11559 -0.0529 -0.0921 -0.3222
C -5.31988 3.10764 0.04157 -1.1300 0.0720 0.5665
C 1.68097 -0.71338 3.26352 -0.7526 0.1723 1.2950
C -4.84177 1.54194 0.12731 0.1334 -0.6043 -1.1745
C 5.18290 3.83998 -0.22553 0.2109 -0.0048 0.2499
C 3.89588 -1.48290 1.29190 -0.5351 0.2264 -0.8837
C 1.36370 -0.95865 -8.25783 -0.1734 0.1543 -0.3013
C 0.64042 0.20463 0.01620 0.4284 -0.4456 -0.5977
C -4.57725 4.12191 1.09384 0.2592 -0.2143 0.3081
C 5.88482 4.13493 1.22755 -1.1925 -0.4336 -1.6451
C -1.21028 0.57074 1.90134 -0.4530 0.6652 0.9548
C -4.67373 -2.92361 2.37110 0.7707 0.2039 -0.0888
H -1.13581 -0.60413 1.87385 0.0397 2.4328 -0.2072
H 5.44449 -0.93601 -4.25925 -1.3904 1.4293 1.3119
H -7.67929 -8.86034 0.78907 0.1274 0.2956 0.1835
H 7.77217 5.01564 0.73131 -1.8670 0.4590 0.3430
H -6.47819 3.11679 0.32674 2.4342 0.0230 -0.6575
H 0.42801 -0.91051 0.38483 0.2027 2.4379 -0.5507
H 1.16848 -1.37336 2.41876 1.2778 1.4499 1.7910
H -0.97062 6.47284 1.87439 -1.8420 -1.5438 -1.6352
H -4.79194 -5.03877 2.55255 -0.0375 0.2638 0.2595
H -5.23846 1.01836 -0.86945 0.5598 1.0868 2.2469
H -7.33502 -7.27507 -0.79731 0.0483 0.1371 0.0362
H 1.91112 -2.71230 4.37572 1.2972 1.8081 0.2502
H -1.12292 5.55118 0.14681 -1.1179 0.3671 2.4175
H -3.04189 1.80329 2.47243 0.2204 -1.2025 -1.8156
H 2.30530 -0.53448 -3.72580 1.9244 -1.6943 -0.0223
H -6.01051 -6.16522 -0.38485 -0.1868 0.0814 0.0643
H -1.46621 4.65555 1.78087 -0.5122 1.8689 -1.1454
H 0.69438 1.82032 1.62440 -1.8268 -1.0318 -1.5953
H 0.81210 -0.12742 3.83480 1.6550 -1.4562 -1.3734
H -4.61948 -4.16055 4.09977 0.0833 -0.0035 -0.1770
H 3.21967 -2.37693 1.63692 1.4090 1.6241 -0.3015
H -7.71020 -5.63580 -0.22466 0.2099 -0.0446 0.0250
H 4.12820 -1.68394 0.13838 -0.0228 0.4097 2.6941
H 6.46267 3.15319 1.54700 -1.0015 2.2729 -0.4057
H 4.66036 -1.23432 -7.72719 -0.2299 0.0842 -0.0973
H 4.35586 0.68928 -4.06041 0.9170 -1.9454 0.9696
H -5.27787 4.44223 2.00492 1.3646 -0.5695 -2.1558
H 3.56512 -1.63545 4.40167 -2.2887 -0.2581 -0.0807
H -0.58569 2.23207 0.30460 0.6829 -1.9697 1.0198
H -7.42474 -8.55550 2.48291 0.0133 0.0844 -0.2684
H 6.02381 3.90142 -1.04447 -1.4286 -0.0320 1.4405
H 0.80026 -0.21679 -7.68521 0.0275 -0.2129 -0.0310
H 3.26380 -2.03913 -4.53675 -0.1793 1.7988 2.0845
H 1.56010 -0.55505 -9.25506 -0.0825 -0.0340 0.0968
H -3.41933 0.01747 2.00362 1.3225 2.0259 -0.5636
H 2.65681 -0.36817 -0.86721 -0.7868 1.0869 1.9656
H 5.72171 1.77926 -2.73544 -0.2660 -1.5305 1.2717
H 6.64716 0.87377 -1.36046 -1.7955 0.3270 -1.1157
H -3.59199 3.71136 1.57345 -1.9546 0.3168 -1.0392
H 2.06073 -1.19309 5.49510 0.8749 -1.0157 -2.2024
H 6.41157 6.01077 0.35459 0.7136 -1.5590 1.1159
H -6.64893 -2.23620 2.20113 0.3859 -0.0684 -0.0052
H 0.77065 -1.87140 -8.36070 0.0273 0.1714 0.1260
H -5.32785 0.97805 1.06045 0.9885 1.4084 -1.9839
H 3.42638 0.43044 3.34678 -0.9632 -0.0091 -1.1661
H 3.12564 -1.84354 -2.63881 0.3771 1.0905 -1.8422
H -5.28065 3.55719 -1.06234 0.3391 -1.0486 2.5140
H -5.40973 -1.23867 1.49676 -0.0664 -0.2012 0.1041
H -2.82308 0.51402 -0.61854 -0.8534 1.5286 1.6100
H 4.99459 4.33498 1.99361 2.2047 -0.2945 -1.3911
H -0.93392 0.89266 3.01684 -0.6956 -0.8261 -2.3417
H 3.82408 -0.64487 -9.13430 -0.1174 -0.1111 0.3495
H -6.18366 -4.18939 3.25793 0.3048 -0.1020 -0.0437
H -2.73354 2.37935 -0.11030 -0.9010 -2.4094 0.1835
H 0.28236 0.21110 -1.12263 0.7916 0.1755 2.4497
H 4.36742 4.63558 -0.50638 1.5498 -1.1952 0.6938

***

Record 2
120
Properties=species:S:1:pos:R:3:forces:R:3 method="wB97M-V/def2-TZVPD" e_homo_ev=-4.749 e_above_lowest_kj_mol=0.0 total_charge=-1 molar_mass_g_mol=1501.6 gap_ev=3.47 spin_multiplicity=2
Cs -3.13501 2.76379 -8.52460 -1.6082 6.1176 -8.3216
Br -2.48157 -3.78788 -2.07722 -0.0186 -0.0033 0.0142
Br -3.37425 -1.59495 0.74001 0.0870 -0.0997 0.0979
Br -6.60448 0.01152 -1.15002 -0.0024 0.0141 -0.0389
Br -9.32886 1.15043 1.05852 -0.0144 -0.0754 -0.0169
Cl -0.52123 -1.23550 7.18669 -0.0280 -0.0120 -0.0148
Cl -3.93020 10.43482 -5.23011 0.0187 0.0100 -0.1072
Cl -0.81504 -0.13635 4.50582 -0.1497 -0.0453 0.2319
Cl -1.57690 -2.86353 5.00472 -0.1646 -0.0185 0.1781
Cl -4.47139 9.01467 -2.71463 0.1097 0.2557 -0.0286
S -5.71628 5.53478 -1.46281 -0.4967 -0.0940 -0.5335
S -0.44766 2.42312 0.19858 -0.1071 0.2824 0.6614
S -4.04312 5.43571 0.65188 0.6514 -0.0200 0.7999
S -3.14506 1.12225 -4.90448 -0.2590 -0.1439 0.9218
F -5.48568 6.26132 -2.87042 0.1615 -0.1641 -0.0307
F -5.22126 6.12942 1.47591 -0.0418 -0.0286 -0.1627
O -4.21960 4.04191 0.92080 -0.2896 0.0847 -0.2513
O 1.81394 -7.42920 1.59055 -0.0624 0.2643 -0.0575
O -5.90904 4.16526 -1.83609 0.1937 0.0739 0.1357
O -0.15363 1.23007 -0.52418 -1.0743 1.5884 0.0381
O -2.18209 0.33790 -4.19290 0.0863 0.2271 -0.0809
O -6.84049 6.23469 -0.91874 0.3267 -0.0690 0.0850
O -0.92621 2.03713 1.67800 0.0112 0.3623 -0.3554
O 7.08726 2.63358 2.47529 -0.1139 -0.0403 -0.0635
O 2.40955 -8.21468 -0.34019 0.0274 0.0256 0.0737
O -3.43888 2.48625 -4.55873 0.2047 -0.1111 -0.4400
O 1.75008 -9.55942 1.21726 0.0096 0.0359 0.0417
O 0.95224 3.09880 0.61217 -0.1337 -0.3315 -0.1373
O -2.86996 6.06596 1.17640 -0.1910 -0.0138 -0.5330
O 1.93506 -1.03517 3.33084 0.0557 0.3377 0.1387
O 1.48620 -5.19427 -0.31538 -0.0412 0.3595 0.2375
O -1.32053 3.40473 -0.32540 0.0255 -0.1248 -0.1837
O 0.42550 -2.63928 0.94257 0.6449 -0.2397 -0.4673
N 1.99168 -8.41053 0.81680 0.0137 -0.1365 -0.0867
N -4.30916 5.89504 -0.83531 -0.4242 -0.0953 0.3670
N 3.09933 -1.57047 3.41817 -0.4148 -0.2953 -1.0739
C -2.73969 1.09207 -6.65899 0.4937 -1.5984 1.4284
C 4.08197 -1.03223 2.46701 1.2272 1.3048 -0.7189
C 4.26840 -3.61870 4.28099 0.5264 0.8741 -0.8332
C -3.84389 0.27846 -7.34256 -0.1441 -0.3403 0.3182
C 2.99474 -2.84303 0.93169 0.4011 0.2449 0.2959
C 3.04138 -3.03591 3.54037 -0.8293 -1.6110 1.0681
C 8.61417 1.91540 0.72099 -0.0294 -0.0634 0.0312
C 2.88381 -5.08968 -0.45359 0.0906 -0.0531 -0.4811
C 5.49501 -0.92608 3.08290 -0.1890 -0.3749 0.3022
C 1.03314 -0.82984 -1.68491 0.2079 0.2763 0.5720
C 2.82320 -3.74696 2.17233 0.0435 0.1127 -0.2615
C 0.18664 2.11561 2.58031 0.5062 -0.3797 -0.0790
C -4.14753 8.86116 -4.43294 -0.0755 -0.2053 0.2180
C -4.67804 0.21376 -5.05018 -0.2900 -0.0516 -0.1827
C -6.53459 0.58226 0.71490 0.1292 0.0305 -0.0352
C 4.17426 -1.86613 1.16487 -0.2054 -0.7149 0.3545
C 1.56771 -0.69884 -0.22120 0.3521 -0.6800 -0.4987
C 3.70423 0.42393 2.11358 -0.1697 -0.3445 0.4963
C -3.22034 -1.98706 -2.08884 0.0504 -0.1524 -0.1136
C -5.11605 0.42747 -6.49494 0.0791 0.1277 0.0165
C 1.03229 3.24755 2.03652 -0.1761 0.2676 0.2772
C -2.62860 -1.14381 -0.99501 -0.1685 0.2321 0.1065
C -7.73881 0.10730 1.47869 -0.0903 0.1017 0.0193
C 3.38362 -3.65135 -0.36758 -0.6482 0.3147 0.4681
C 7.40902 2.75929 1.09421 0.2243 0.0347 0.1491
C 1.79011 -3.35921 4.40527 0.8044 0.4812 0.3904
C -1.48133 -1.24706 5.70126 0.0637 -0.0834 -0.3060
B 1.64497 -2.07998 0.56551 -0.3593 0.2250 0.3029
H -4.29925 -2.08162 -2.00236 0.0005 0.0226 0.0726
H 1.86872 -0.75977 -2.38146 -0.0020 -0.3587 -0.1143
H 3.00772 -3.07119 -1.22219 0.1569 -0.1559 -0.1382
H -5.88348 -0.28433 -6.79089 -0.0073 0.0155 -0.0200
H -6.43445 1.66323 0.70586 -0.0003 0.0411 -0.0501
H 4.48307 0.83321 1.47041 0.0154 0.0267 0.0463
H 8.84162 2.00337 -0.34272 0.0142 0.0074 0.0102
H -7.57834 0.23756 2.54622 0.0410 0.0303 -0.0049
H -7.98306 -0.92942 1.27101 0.0344 -0.0114 -0.0023
H 0.49795 -1.77046 -1.83019 0.0018 -0.0285 -0.2705
H 6.10727 -0.27234 2.46185 0.0015 -0.0121 0.0030
H 5.04859 -3.86894 3.55561 0.0169 -0.0612 0.0975
H 0.37853 0.01799 -1.89643 0.1202 -0.5814 -0.2850
H 5.08507 -2.47829 1.19994 -0.0063 0.0273 0.0967
H 3.66122 0.99120 3.04616 -0.0175 0.1986 -0.1099
H 2.74998 0.49475 1.60308 0.0285 0.0223 0.1081
H -3.54924 -0.76942 -7.38473 0.0526 0.0193 -0.0455
H 3.39432 -5.72527 0.27071 -0.0814 -0.0204 0.0373
H -1.75679 0.64039 -6.79775 0.1085 0.1306 0.1135
H 4.47635 -3.66813 -0.43393 0.0135 -0.0301 -0.1074
H 4.30923 -1.19389 0.31454 -0.0972 -0.0044 -0.0004
H 1.74305 -2.64064 5.22913 -0.2008 0.0028 -0.0412
H 1.80801 -4.13975 2.17064 0.0513 -0.0201 -0.1694
H 7.84848 2.92807 2.98446 -0.0159 -0.0186 0.0229
H 3.46420 -4.63093 2.13500 0.1916 0.1252 -0.0504
H -0.11570 -2.75970 0.15274 -0.3859 0.0895 0.2673
H 7.59175 3.81330 0.85753 -0.0414 -0.0140 -0.1208
H -2.95972 -1.57311 -3.05945 0.0822 0.0278 0.0705
H -2.86464 -0.09206 -1.14664 0.0108 -0.0074 -0.0536
H 1.33776 -5.78910 0.43764 -0.0156 -0.3561 -0.0895
H 5.45438 -0.50415 4.09032 -0.0221 0.0880 -0.0638
H 2.07021 3.18254 2.35391 0.0456 -0.0900 -0.1900
H 5.99301 -1.89417 3.14463 -0.0372 0.0254 0.0100
H -2.72931 2.11694 -7.02088 1.4740 -3.4509 6.1532
H 9.49445 2.22658 1.28917 0.0154 0.0505 -0.0512
H -2.48503 -0.92810 5.94733 0.0207 0.0307 0.0376
H 2.51977 -0.17028 -0.26816 0.0242 -0.0381 -0.0512
H -3.23993 8.28399 -4.56384 0.0561 0.0715 0.0179
H -5.62659 0.13741 1.11530 -0.0044 -0.0422 -0.0306
H 0.72206 1.16177 2.54243 0.0710 0.0507 0.1083
H 0.89030 -0.04745 0.34038 0.4072 -0.6810 -0.0011
H -1.55342 -1.25907 -0.91318 0.0123 0.0580 -0.0171
H 3.14920 -5.48180 -1.44464 0.1446 -0.0012 0.0772
H 4.70418 -2.86423 4.94032 -0.1573 -0.2177 0.2998
H 8.42918 0.86623 0.95425 -0.0337 0.0008 -0.0387
H -0.15873 2.30197 3.59159 -0.2579 0.0781 -0.0808
H 1.92084 -4.33519 4.87156 -0.1872 -0.1773 -0.3288
H -4.98569 8.35491 -4.89736 -0.0475 0.0681 0.0016
H 6.52958 2.43448 0.53971 -0.0531 0.0163 0.0613
H -5.39344 0.59003 -4.32108 0.1283 0.0730 0.1231
H 0.62163 4.22137 2.31136 -0.0217 -0.0108 -0.0388
H -4.00534 0.61060 -8.37145 -0.2649 -0.9110 0.1264
H -4.45756 -0.83540 -4.85307 0.0315 0.0109 0.0302
H -5.52840 1.43548 -6.61376 -0.0836 -0.0231 0.0899
H 4.01854 -4.52872 4.81619 -0.0836 0.0325 0.0540
H 0.88477 -3.31073 3.81475 -0.0636 0.0292 0.0865